Entry 1:
61
Properties=species:S:1:pos:R:3:forces:R:3:nbo_charge:R:1 method="wB97M-V/def2-TZVPD" total_energy_ha=-1521.51240 smiles="C=CC[C@@](C#N)(NCCCC)[C@](F)(C#N)B(C)O.O=C1c2ccccc2C(=O)c2ccccc21" homo_lumo_gap_ev=8.659 total_charge=0 multiplicity=1
C 2.588 -4.549 -0.116 -2.75 1.94 1.09 -0.394
C 1.601 -3.564 0.215 3.15 -0.94 -1.51 -0.208
C 1.907 -2.051 -0.322 0.41 -1.37 1.69 -0.461
C 1.050 -1.641 -1.627 0.54 -0.25 0.45 0.049
C 0.643 -3.005 -2.408 -1.92 -3.72 -0.06 0.246
N 0.280 -4.111 -2.767 2.22 6.42 1.73 -0.280
N -0.124 -0.842 -1.174 -0.84 -1.80 0.08 -0.654
C -1.272 -1.673 -0.694 -1.99 0.82 0.52 -0.239
C -2.424 -1.783 -1.852 0.56 -0.24 0.54 -0.413
C -2.906 -3.291 -2.154 -1.11 0.79 -1.42 -0.423
C -2.751 -3.617 -3.751 0.42 -1.18 0.45 -0.622
C 1.848 -0.735 -2.709 -0.96 2.15 -0.55 0.007
F 3.180 -0.347 -2.314 -2.03 -0.83 -0.36 -0.345
C 1.016 0.658 -2.879 -1.36 3.82 0.81 0.269
N 0.467 1.743 -2.892 3.14 -6.25 -0.50 -0.348
B 1.877 -1.392 -4.230 -0.37 -0.33 -2.50 1.038
C 3.057 -2.410 -4.710 -0.44 -0.10 0.44 -1.027
O 0.872 -1.070 -5.245 1.09 -1.04 3.21 -0.882
H 3.593 -4.219 -0.588 -2.02 -0.82 0.70 0.214
H 2.329 -5.652 0.094 0.88 1.92 -0.27 0.223
H 0.655 -3.763 0.825 1.50 0.11 -1.22 0.222
H 1.646 -1.348 0.565 0.33 -0.84 -1.82 0.232
H 3.044 -2.000 -0.443 -1.69 0.01 -0.24 0.248
H 0.100 -0.198 -0.402 0.57 -0.49 -0.79 0.400
H -1.776 -1.061 0.160 1.05 -1.08 -1.31 0.213
H -0.994 -2.682 -0.229 -0.29 1.28 -0.91 0.194
H -3.337 -1.159 -1.520 1.55 -0.90 -0.57 0.218
H -1.962 -1.264 -2.780 -0.90 -0.99 1.43 0.206
H -4.052 -3.314 -1.958 2.05 -0.23 -0.03 0.210
H -2.391 -4.098 -1.528 -0.63 1.36 -0.85 0.216
H -3.751 -3.617 -4.308 1.43 0.17 0.89 0.212
H -2.308 -4.690 -3.839 -0.77 1.88 -0.07 0.223
H -2.019 -2.910 -4.276 -1.08 -0.98 0.82 0.197
H 3.604 -2.811 -3.786 -0.43 0.60 -1.45 0.235
H 3.782 -1.909 -5.454 -1.08 -0.88 1.21 0.268
H 2.523 -3.305 -5.208 0.96 1.45 0.60 0.264
H -0.015 -0.983 -4.824 0.80 0.47 -0.53 0.498
C -0.664 3.115 -0.344 -0.16 0.05 0.20 -0.195
C 0.695 2.873 -0.153 0.13 0.05 0.37 -0.204
C 1.233 2.895 1.131 -0.08 -0.04 -0.24 -0.164
C 0.413 3.172 2.227 -0.05 -0.02 -0.34 -0.151
C -0.942 3.438 2.032 0.11 -0.08 -0.34 -0.060
C -1.482 3.398 0.745 0.14 -0.05 -0.20 -0.177
C -1.811 3.782 3.180 -0.98 0.19 -0.19 0.528
O -2.997 4.011 3.012 0.35 -0.07 0.07 -0.526
C -1.218 3.851 4.534 0.04 0.08 0.44 -0.151
C -2.012 4.229 5.618 0.04 0.03 0.27 -0.151
C -1.466 4.284 6.897 0.00 -0.05 -0.25 -0.194
C -0.128 3.952 7.099 0.04 -0.04 -0.22 -0.191
C 0.668 3.580 6.021 -0.09 0.07 0.23 -0.181
C 0.127 3.538 4.734 -0.12 0.08 0.40 -0.060
C 0.991 3.175 3.589 1.01 -0.23 0.11 0.529
O 2.164 2.888 3.765 -0.36 0.07 -0.04 -0.529
H -1.084 3.088 -1.345 0.11 -0.02 0.12 0.239
H 1.335 2.664 -1.003 -0.11 0.11 0.19 0.237
H 2.291 2.700 1.274 -0.18 0.05 0.15 0.238
H -2.539 3.591 0.588 0.15 0.02 0.19 0.238
H -3.057 4.486 5.469 0.18 -0.09 -0.15 0.240
H -2.084 4.584 7.737 0.06 -0.04 -0.11 0.220
H 0.297 3.988 8.098 -0.04 -0.01 -0.13 0.220
H 1.712 3.327 6.184 -0.14 0.02 -0.20 0.241

=====

Entry 2:
62
Properties=species:S:1:pos:R:3:forces:R:3:nbo_charge:R:1 method="wB97M-V/def2-TZVPD" total_energy_ha=-4141.91734 homo_lumo_gap_ev=8.071 total_charge=0 multiplicity=1
O 1.946 1.057 -0.915 -0.46 0.18 0.11 -0.507
C 1.132 0.643 -0.121 0.73 -0.14 -0.24 0.454
C 1.214 -0.506 0.768 0.11 -0.46 0.39 -0.291
C 2.245 -1.368 0.932 -0.30 0.44 -0.07 0.515
C 3.584 -1.178 0.364 0.34 -0.13 -0.01 -0.163
C 4.232 0.049 0.445 0.21 -0.17 -0.06 -0.186
C 5.503 0.207 -0.083 -0.03 -0.18 -0.07 0.286
C 6.150 -0.882 -0.685 -0.12 0.00 0.12 0.231
C 5.492 -2.104 -0.774 0.18 0.18 0.00 -0.242
C 4.227 -2.256 -0.249 -0.09 0.10 0.02 -0.206
H 3.720 -3.205 -0.351 -0.05 -0.09 -0.02 0.215
H 5.999 -2.923 -1.258 0.07 -0.10 -0.06 0.231
O 7.415 -0.793 -1.187 -0.32 -0.24 -0.10 -0.476
C 8.104 0.379 -0.803 0.03 0.58 0.19 -0.097
C 7.178 1.591 -0.887 0.45 -0.23 -0.29 -0.100
H 7.693 2.505 -0.592 -0.01 -0.09 -0.07 0.206
O 6.096 1.434 0.005 -0.24 -0.09 0.24 -0.489
H 6.802 1.693 -1.914 0.03 0.03 0.10 0.185
H 8.951 0.476 -1.484 -0.06 0.04 0.09 0.205
H 8.469 0.273 0.227 -0.01 0.00 -0.13 0.181
H 3.765 0.897 0.915 -0.08 0.12 0.03 0.238
O 2.039 -2.483 1.668 0.00 0.09 -0.09 -0.661
H 2.856 -2.999 1.720 -0.02 0.16 0.01 0.498
C -0.146 -0.731 1.388 0.31 -0.35 0.09 -0.080
N -0.891 0.448 1.002 0.23 -0.10 -0.01 -0.410
C -0.250 1.250 0.123 -0.31 0.47 -0.04 0.585
O -0.683 2.279 -0.351 0.12 0.05 -0.11 -0.599
C -2.168 0.766 1.593 -0.43 0.04 0.06 -0.230
C -3.339 -0.026 1.005 0.16 0.08 -0.24 -0.410
H -3.109 -1.092 0.987 -0.10 -0.01 0.08 0.214
H -4.207 0.126 1.646 -0.06 -0.04 0.05 0.208
C -3.663 0.468 -0.407 -0.04 -0.14 0.30 -0.217
N -4.203 1.814 -0.341 0.01 0.05 -0.14 -0.460
C -3.759 2.691 -1.411 -0.06 0.36 0.03 -0.261
H -2.668 2.697 -1.428 -0.05 -0.01 -0.06 0.243
C -4.260 4.105 -1.122 0.33 -0.16 -0.20 -0.072
H -4.000 4.781 -1.937 0.05 -0.03 0.06 0.193
O -5.666 4.148 -1.005 -0.12 0.06 -0.11 -0.525
C -6.099 3.280 0.013 -0.16 -0.34 0.14 -0.071
H -7.189 3.348 0.034 0.06 -0.03 0.06 0.190
C -5.650 1.843 -0.250 -0.08 0.32 0.10 -0.247
H -5.974 1.204 0.574 -0.06 -0.01 -0.01 0.198
H -6.122 1.482 -1.183 0.03 -0.02 0.08 0.167
H -5.693 3.609 0.982 -0.06 -0.04 -0.05 0.162
H -3.799 4.462 -0.189 0.01 -0.01 -0.07 0.166
H -4.143 2.363 -2.394 0.02 0.01 0.02 0.160
H -2.744 0.485 -0.995 0.00 -0.02 -0.08 0.203
H -4.361 -0.230 -0.898 0.08 0.06 -0.05 0.181
H -2.349 1.828 1.404 0.03 -0.06 0.13 0.250
H -2.099 0.591 2.672 0.05 0.07 -0.05 0.196
C -0.754 -2.005 0.841 -0.15 -0.22 0.11 0.071
C -0.930 -2.145 -0.531 -0.02 -0.05 0.24 -0.232
C -1.472 -3.302 -1.057 -0.03 -0.06 -0.06 -0.224
C -1.830 -4.328 -0.197 -0.09 -0.21 0.00 -0.080
C -1.655 -4.213 1.170 -0.10 -0.16 -0.12 -0.238
C -1.116 -3.046 1.684 0.05 0.22 -0.20 -0.214
H -0.974 -2.951 2.750 0.04 0.03 0.14 0.216
H -1.936 -5.023 1.825 -0.03 -0.07 0.03 0.229
Br -2.572 -5.931 -0.912 0.08 0.18 0.07 0.051
H -1.612 -3.409 -2.121 -0.02 -0.02 -0.08 0.231
H -0.642 -1.341 -1.193 0.01 0.09 -0.12 0.223
H -0.085 -0.800 2.483 -0.04 0.03 -0.09 0.208

=====

Entry 3:
73
Properties=species:S:1:pos:R:3:forces:R:3:lowdin_charge:R:1 method="wB97M-V/def2-TZVPD" total_energy_ha=-4112.11944 homo_lumo_gap_ev=4.800 relative_energy_kcal_mol=27.5 total_charge=+2 multiplicity=1
W -0.162 -2.176 -0.181 -0.79 1.48 0.21 1.835
C -2.577 2.287 -1.740 0.06 -0.02 0.02 0.016
N -3.051 1.292 -0.779 -0.04 -0.21 -0.03 -0.081
C -4.059 1.529 0.132 -0.02 0.00 0.13 0.019
C -4.221 0.411 0.856 -0.06 0.12 0.05 0.023
N -3.309 -0.526 0.379 0.08 -0.03 -0.18 0.030
C -2.598 0.046 -0.629 0.05 0.09 0.03 -0.556
S -1.337 -0.615 -1.603 -0.32 0.30 -0.23 0.837
C -3.210 -1.859 0.854 -0.05 -0.13 -0.10 -0.209
C -4.066 -2.294 1.850 0.03 -0.11 -0.06 0.045
C -4.044 -3.631 2.225 0.01 0.01 -0.01 0.018
C -3.234 -4.521 1.538 -0.21 0.26 -0.08 0.011
C -2.407 -4.003 0.570 0.03 -0.29 -0.29 -0.084
N -2.320 -2.691 0.276 -0.17 0.23 0.68 -0.022
H -3.442 2.788 -2.167 0.02 0.03 0.00 0.111
H -2.022 1.791 -2.530 0.00 0.02 0.00 0.070
H -1.933 2.999 -1.228 0.02 0.02 -0.03 0.105
H -4.558 2.480 0.184 -0.04 -0.02 0.02 0.150
H -4.909 0.210 1.654 0.02 0.05 0.00 0.130
H -4.751 -1.616 2.333 -0.02 -0.04 -0.02 0.117
H -4.689 -3.969 3.025 -0.01 -0.01 0.01 0.135
H -3.228 -5.582 1.739 -0.02 -0.01 0.03 0.134
H -1.772 -4.643 -0.024 0.13 0.00 0.18 0.119
F 1.345 -1.308 0.457 0.33 -0.10 0.19 -0.320
Te 1.702 -3.573 -2.347 0.55 0.27 -0.43 1.783
F -0.836 -3.339 -1.624 -0.45 -0.32 -0.05 -0.549
F 2.845 -3.372 -0.829 -0.14 -0.05 -0.20 -0.491
F 0.414 -3.904 0.179 0.41 -0.30 0.05 -0.368
F 3.323 -3.186 -3.237 -0.31 0.10 0.16 -0.473
O 0.955 -1.859 -1.752 0.89 -1.08 -0.15 -0.868
C 3.223 0.252 -4.403 0.07 -0.04 0.04 -0.022
N 2.142 -0.735 -4.413 -0.11 0.02 -0.06 -0.007
C 1.995 -1.817 -5.157 0.05 0.12 0.03 -0.752
S 0.776 -2.983 -4.672 -0.09 0.00 0.10 0.653
N 2.668 -2.090 -6.256 0.01 -0.12 0.05 0.006
C 3.606 -1.261 -7.013 -0.05 0.06 -0.04 -0.022
H 3.304 0.624 -3.385 0.00 0.03 -0.01 0.093
H 3.011 1.084 -5.072 0.03 0.00 0.01 0.096
H 4.167 -0.215 -4.664 -0.02 0.02 0.01 0.092
H 1.461 -0.656 -3.673 0.01 0.02 0.05 0.092
H 2.499 -3.018 -6.614 0.01 -0.01 -0.03 0.133
H 4.619 -1.363 -6.630 0.00 0.02 -0.03 0.099
H 3.294 -0.221 -6.996 0.02 -0.02 0.00 0.090
H 3.580 -1.604 -8.044 0.02 0.01 0.00 0.103
Cl 2.742 2.789 4.504 -0.04 -0.02 -0.07 0.763
C 2.851 3.150 2.815 -0.17 -0.12 0.00 -0.580
C 3.776 4.090 2.397 0.00 -0.03 -0.07 -0.087
C 3.938 4.352 1.046 -0.01 0.02 0.04 -0.061
C 3.178 3.670 0.110 -0.02 -0.02 0.01 -0.103
C 2.240 2.757 0.550 -0.09 -0.08 0.03 -0.551
Cl 1.278 1.892 -0.638 0.00 0.09 0.00 0.695
C 2.025 2.474 1.903 0.10 0.21 -0.11 -0.302
N 1.071 1.530 2.288 0.16 -0.15 0.38 0.067
C 0.010 1.786 3.168 -0.19 -0.10 0.12 -0.222
C -0.372 3.096 3.472 0.08 -0.26 -0.14 -0.034
C -1.387 3.343 4.375 -0.12 -0.03 0.11 -0.063
C -2.060 2.294 4.989 0.00 0.14 -0.03 -0.077
C -1.696 0.995 4.686 -0.01 -0.08 -0.16 -0.045
C -0.674 0.716 3.782 0.30 0.18 -0.03 -0.158
C -0.256 -0.721 3.573 -0.32 0.37 -0.20 -0.006
C -0.464 -1.244 2.200 -0.26 -0.97 -0.01 -0.516
O -0.294 -2.478 1.925 0.35 0.13 0.31 -0.066
O -0.821 -0.587 1.164 0.24 0.18 0.02 -0.144
H 4.382 4.592 3.138 0.00 0.02 0.00 0.114
H 4.663 5.085 0.723 0.02 -0.01 -0.01 0.117
H 3.292 3.854 -0.948 0.02 0.00 -0.01 0.106
H 0.969 0.761 1.653 -0.08 -0.01 -0.14 0.067
H 0.143 3.922 3.001 0.06 0.03 -0.02 0.119
H -1.649 4.367 4.604 -0.02 0.00 0.02 0.114
H -2.843 2.487 5.708 0.00 0.01 0.01 0.108
H -2.200 0.170 5.177 0.01 -0.01 0.02 0.113
H -0.828 -1.392 4.221 0.01 0.03 0.03 0.147
H 0.793 -0.915 3.828 0.05 0.12 -0.14 0.165